No. 1
ORCA calculation (ωB97M-V/def2-TZVPD) on a 3-piece molecular cluster, C3H14NO2 overall.

Geometry as XYZ:
```
20
Properties=species:S:1:pos:R:3:forces:R:3:lowdin_charge:R:1
C -1.476 -0.186 1.419 -0.10 0.32 -0.28 -0.229
H 0.687 0.541 0.055 0.45 -0.18 -0.16 0.124
O 2.470 1.210 -1.263 0.04 -0.30 -0.38 -0.047
H -2.236 0.542 -0.405 -0.01 0.19 -0.61 0.127
C -0.290 -0.177 2.386 0.00 -0.67 0.33 -0.087
N -0.097 0.432 -0.583 -0.89 0.54 -0.01 0.178
H -0.665 -0.148 3.403 0.02 0.30 0.17 0.080
H -2.384 0.158 1.901 -0.09 0.22 0.30 0.115
C -1.355 0.712 0.193 0.18 -0.68 0.59 -0.146
H 0.007 1.145 -1.301 0.33 0.07 -0.08 0.152
H 1.291 -1.955 -2.976 -0.47 -0.01 0.47 0.077
O 0.665 -1.843 -2.235 -0.21 -0.08 -0.42 -0.056
H -1.753 -1.197 1.109 0.35 -0.05 -0.07 0.117
H 0.240 -1.125 2.356 0.20 -0.05 -0.24 0.078
H 2.646 0.549 -1.951 0.02 0.22 0.27 0.056
H -0.129 -2.350 -2.481 0.51 0.06 -0.03 0.073
H -0.048 -0.468 -1.070 0.22 -0.31 0.10 0.110
H 0.464 0.612 2.283 -0.36 0.14 -0.16 0.080
H -1.274 1.756 0.465 -0.16 0.20 0.11 0.134
H 3.237 1.793 -1.304 -0.05 0.07 0.11 0.065
```
Forces are in eV/Å.

Energy ... -8917.346 eV
Kohn-Sham gap ... 12.46 eV
HOMO energy ... -15.59 eV
Maximum force ... 0.020 hartree/bohr
Net charge ... +1
Energy relative to the best compared isomer or geometry (same formula, charge and spin) ... 10.1 kcal per mole

No. 2
ORCA calculation (ωB97M-V/def2-TZVPD) on a 4-piece molecular cluster, C3H14NO3 overall.

Geometry as XYZ:
```
21
Properties=species:S:1:pos:R:3:forces:R:3:lowdin_charge:R:1
H 1.653 -0.131 -1.088 -0.67 -0.91 -0.63 0.082
H -2.827 -0.074 -2.097 -0.14 -0.10 -0.84 0.063
O -3.041 0.133 -1.198 -0.27 0.29 1.04 -0.017
H 0.859 1.195 -0.618 -0.81 0.28 -0.53 0.094
O -0.405 2.816 1.631 -4.77 -0.52 2.41 -0.034
C 0.083 -0.473 0.254 0.35 -2.84 1.62 -0.427
H -3.939 0.490 -1.143 0.29 -0.16 -0.31 0.090
H -1.887 0.250 0.023 0.38 -0.53 0.46 0.111
C 0.608 0.160 -0.917 0.95 2.21 -1.14 -0.047
O 3.413 -1.864 -0.965 1.78 0.02 -0.95 -0.104
H -1.524 -0.456 1.536 -0.11 0.21 0.18 0.145
H 4.200 -1.428 -1.429 -1.63 -0.97 1.00 0.089
H -0.824 3.345 2.403 1.45 -1.20 -2.06 0.133
H -0.939 1.099 1.084 -0.10 -0.37 0.47 0.119
H 3.638 -2.821 -0.971 -0.15 0.93 -0.04 0.059
H 0.426 3.116 1.440 3.28 1.56 -0.41 0.000
H -0.123 0.135 -1.788 1.32 0.08 0.89 0.122
C 0.579 -1.564 0.869 -3.34 -0.01 1.08 0.109
N -1.155 0.118 0.785 -0.10 1.09 -1.01 0.189
H 1.503 -2.079 0.493 -1.21 0.45 0.79 0.076
H -0.297 -1.966 1.697 3.48 0.49 -2.00 0.148
```
Forces are in eV/Å.

Energy ... -10963.377 eV
Kohn-Sham gap ... 10.78 eV
HOMO energy ... -13.58 eV
Maximum force ... 0.104 hartree/bohr
Net charge ... +1
Energy relative to the best compared isomer or geometry (same formula, charge and spin) ... 37.6 kcal per mole

No. 3
ORCA calculation (ωB97M-V/def2-TZVPD) on a 3-piece molecular cluster, C3H14NO3 overall.

Geometry as XYZ:
```
21
Properties=species:S:1:pos:R:3:forces:R:3:lowdin_charge:R:1
O 1.731 -1.162 0.508 0.20 0.56 -0.21 -0.087
H 2.411 -0.832 -1.457 0.36 0.14 0.07 0.127
H -0.695 0.983 1.415 0.44 -0.84 -0.33 0.134
N -1.186 0.963 0.499 -0.43 0.71 1.22 0.184
H -2.978 -1.735 -1.347 0.01 0.06 0.09 0.074
H 0.543 1.854 -0.199 -0.11 0.43 -0.23 0.125
H 1.639 -2.098 0.356 -0.02 -0.40 -0.37 0.108
C 0.401 -0.034 -1.226 0.04 0.44 -0.39 -0.144
O -2.574 -1.485 -0.507 0.33 0.52 -0.33 -0.034
H 0.441 0.155 -2.303 0.29 -0.04 0.02 0.123
H 2.190 0.582 -0.284 0.75 -0.03 -0.54 0.117
O 1.063 0.550 2.413 -0.80 0.03 -0.69 -0.052
H -0.283 -0.871 -1.135 0.02 -0.26 0.19 0.096
H -3.019 -2.001 0.156 -0.37 -0.50 0.42 0.056
H -1.791 0.138 0.393 0.47 -0.37 -0.31 0.119
H 1.784 0.776 2.987 0.43 0.27 0.52 0.050
H -0.805 1.750 -1.411 0.01 0.25 0.09 0.129
H 1.401 -0.142 1.813 0.02 -0.16 0.22 0.000
C -0.237 1.242 -0.641 0.07 -0.90 0.23 -0.116
H -1.849 1.720 0.659 -0.06 0.36 -0.56 0.167
C 1.814 -0.354 -0.689 -1.64 -0.28 0.90 -0.175
```
Forces are in eV/Å.

Energy ... -10964.672 eV
Kohn-Sham gap ... 11.62 eV
HOMO energy ... -14.56 eV
Maximum force ... 0.037 hartree/bohr
Net charge ... +1
Energy relative to the best compared isomer or geometry (same formula, charge and spin) ... 7.7 kcal per mole

No. 4
ORCA calculation (ωB97M-V/def2-TZVPD) on a 4-piece molecular cluster, C3H14NO3S overall.

Geometry as XYZ:
```
22
Properties=species:S:1:pos:R:3:forces:R:3:lowdin_charge:R:1
O -0.408 3.283 1.386 -0.07 -0.39 -0.04 -0.072
S -0.271 -0.130 1.993 -0.10 -0.09 0.06 0.746
N 0.793 -0.245 -2.384 0.03 -0.09 -0.17 0.002
H -0.745 2.589 1.970 0.09 0.28 -0.06 -0.005
H 1.467 0.854 0.628 0.17 0.16 -0.04 -0.053
H 1.279 -3.495 1.424 -0.18 0.03 -0.05 0.046
C -0.005 -0.836 -1.330 -0.04 0.22 0.19 -0.308
H -2.353 0.300 1.024 -0.26 0.24 -0.03 0.066
H 2.818 1.571 0.548 0.09 0.09 0.00 0.054
H 0.660 -1.215 -0.552 0.11 -0.09 0.04 0.078
H 1.087 0.691 -2.146 0.10 0.10 0.04 0.052
C -1.006 0.119 -0.679 -0.58 0.04 -0.44 -0.276
O 0.347 -3.396 1.193 0.09 0.04 0.05 -0.067
H -1.864 -1.322 0.753 0.04 -0.18 -0.14 0.083
C -1.508 -0.290 0.692 0.34 0.00 0.34 -0.575
O 1.909 1.632 0.244 -0.30 -0.25 -0.01 -0.079
H -0.538 1.095 -0.606 0.12 0.28 0.13 0.079
H 0.174 -2.449 1.270 0.16 -0.18 0.00 -0.065
H 0.247 -0.204 -3.231 0.03 0.17 -0.19 0.063
H -1.889 0.291 -1.318 0.27 -0.21 0.01 0.122
H -0.502 -1.693 -1.768 -0.20 -0.31 0.15 0.117
H 0.308 2.852 0.890 0.08 0.17 0.14 -0.009
```
Forces are in eV/Å.

Energy ... -21804.753 eV
Kohn-Sham gap (spin up / spin down) ... 9.80 / 6.41 eV
HOMO energy (spin up / spin down) ... -9.36 / -9.32 eV
Maximum force ... 0.014 hartree/bohr
Spin multiplicity ... 2
Net charge ... 0
Energy relative to the best compared isomer or geometry (same formula, charge and spin) ... 0.0 kcal per mole

No. 5
ORCA calculation (ωB97M-V/def2-TZVPD) on a 4-piece molecular cluster, C3H14NO4 overall.

Geometry as XYZ:
```
22
Properties=species:S:1:pos:R:3:forces:R:3:lowdin_charge:R:1
O -2.603 -1.471 1.286 -0.08 0.41 -0.39 -0.166
C -0.846 0.757 -1.002 -1.37 -1.56 0.17 -0.254
H 0.213 -0.825 -2.034 0.63 -0.07 -0.19 0.075
O 3.450 -0.968 -0.643 -0.50 0.17 0.14 -0.067
O 0.640 -0.870 1.641 -0.09 0.31 0.06 -0.179
H 2.988 -1.117 -1.469 0.19 -0.23 -0.57 0.023
C -0.696 -0.752 -1.434 -0.07 0.68 0.26 -0.349
H 0.098 -1.271 0.795 0.69 -0.02 0.14 -0.005
H 1.469 -1.305 1.854 -0.24 -0.38 -0.27 -0.002
N 0.343 1.265 -0.360 -0.18 0.42 -0.79 -0.135
H -1.685 0.655 -0.280 0.05 0.49 -0.18 0.105
C 0.142 2.323 0.646 1.39 -1.29 -0.29 -0.132
H -1.497 -1.010 -2.176 0.09 0.24 0.62 0.099
H 0.753 0.459 0.078 0.21 0.00 0.61 0.033
H -0.579 3.046 0.298 -0.24 0.21 0.04 0.061
H -1.825 -1.320 0.611 -0.68 -0.86 0.62 -0.023
H -0.078 1.901 1.638 -0.47 0.19 -0.17 0.069
H 1.140 2.769 0.724 -0.27 0.54 0.23 0.061
H 2.687 -0.647 -0.142 0.22 0.07 0.49 0.009
H -1.205 1.348 -1.854 0.29 0.23 0.06 0.094
H -2.231 -1.365 2.161 0.25 0.08 0.03 -0.012
O -0.678 -1.604 -0.337 0.18 0.40 -0.61 -0.306
```
Forces are in eV/Å.

Energy ... -13018.742 eV
Kohn-Sham gap ... 8.51 eV
HOMO energy ... -4.63 eV
Maximum force ... 0.041 hartree/bohr
Net charge ... -1
Energy relative to the best compared isomer or geometry (same formula, charge and spin) ... 27.1 kcal per mole

No. 6
ORCA calculation (ωB97M-V/def2-TZVPD) on a 4-piece molecular cluster, C3H14NO4 overall.

Geometry as XYZ:
```
22
Properties=species:S:1:pos:R:3:forces:R:3:lowdin_charge:R:1
H -1.381 3.486 1.012 -0.75 -0.06 -0.08 0.065
N 0.335 0.657 0.767 -0.48 1.99 0.18 0.137
C 0.315 -1.674 -0.142 -0.94 -0.63 -3.26 -0.061
H 2.674 -1.395 1.786 0.33 -0.90 0.10 0.127
O -1.550 2.586 0.712 0.63 -0.53 -0.08 -0.039
O -2.618 -1.943 -1.848 -0.36 0.30 1.78 -0.081
H -2.705 -2.149 -2.774 -0.72 -0.28 -0.27 0.030
H 0.921 2.601 -2.060 0.87 -1.90 1.09 0.127
H 1.835 1.212 -1.885 -1.26 1.60 0.34 0.103
O 1.273 -0.639 2.977 0.05 -0.51 -3.05 0.077
H -2.481 2.396 0.553 0.01 0.73 0.19 0.064
H -0.667 0.401 0.958 1.23 0.43 -0.50 0.163
H 1.000 -2.558 -0.162 -0.82 0.44 -0.25 0.098
H -0.081 -1.451 -1.346 1.36 -0.49 3.69 0.163
C 1.152 -0.585 0.484 0.61 0.82 1.29 -0.342
H 0.423 1.326 -0.069 -0.54 -0.92 0.53 0.091
H 0.580 1.317 1.606 -0.03 -2.10 -1.52 0.205
H -0.615 -1.956 0.415 0.91 0.43 -0.26 0.097
H 2.166 -0.429 -0.076 -2.19 0.44 0.54 0.182
H -3.451 -2.083 -1.324 1.10 0.00 -1.50 0.072
O 1.194 1.845 -1.441 0.47 0.50 -1.73 -0.083
C 1.681 -0.965 1.858 0.51 0.62 2.77 -0.196
```
Forces are in eV/Å.

Energy ... -13010.569 eV
Kohn-Sham gap ... 10.85 eV
HOMO energy ... -13.99 eV
Maximum force ... 0.077 hartree/bohr
Net charge ... +1
Energy relative to the best compared isomer or geometry (same formula, charge and spin) ... 47.5 kcal per mole

No. 7
ORCA calculation (ωB97M-V/def2-TZVPD) on C3H14NOPbS as an isolated structure.

Geometry as XYZ:
```
21
Properties=species:S:1:pos:R:3:forces:R:3:lowdin_charge:R:1
O 0.861 0.683 0.753 0.34 -0.35 3.30 -0.793
H 2.886 -0.425 2.122 -0.51 0.13 0.22 0.080
S 0.635 0.499 2.365 2.68 1.00 -1.04 0.842
H 0.806 1.428 -1.792 -0.01 -0.25 -0.05 0.038
H -2.559 -1.258 -4.718 0.03 0.15 0.03 0.019
H 0.473 2.848 2.711 0.26 -0.36 -0.10 0.071
C 2.006 -0.666 2.740 -0.30 0.10 0.29 -0.206
Pb -0.956 -0.273 0.122 -3.45 0.51 -2.53 1.093
H 1.641 -1.681 2.522 0.02 0.43 -0.04 0.066
H 1.473 -0.078 -1.881 0.08 0.25 -0.24 0.035
H -2.620 -1.460 -2.933 0.29 0.00 0.02 -0.018
H -3.472 -2.587 -3.988 -0.04 0.26 0.02 0.027
H 1.476 2.158 3.993 -0.07 -0.35 -0.20 0.074
H 2.242 -0.619 3.812 -0.09 0.10 -0.27 0.073
H 0.182 0.304 -2.856 0.53 0.20 0.96 0.061
C -3.170 -1.542 -3.867 0.06 -0.56 0.18 -0.040
N 0.597 0.437 -1.909 0.25 -0.37 -1.58 -0.097
H 2.176 2.360 2.342 -0.36 -0.25 0.12 0.079
H -1.911 -1.337 1.305 0.69 -0.87 1.01 -0.206
C 1.270 2.117 2.918 -0.07 0.06 0.11 -0.214
H -4.037 -0.908 -3.765 -0.31 0.16 -0.23 0.016
```
Forces are in eV/Å.

Energy ... -22949.292 eV
Kohn-Sham gap ... 6.71 eV
HOMO energy ... -11.10 eV
Maximum force ... 0.084 hartree/bohr
Net charge ... +1
Energy relative to the best compared isomer or geometry (same formula, charge and spin) ... 15.0 kcal per mole

No. 8
ORCA calculation (ωB97M-V/def2-TZVPD) on a 4-piece molecular cluster, C3H14O3 overall.

Geometry as XYZ:
```
20
Properties=species:S:1:pos:R:3:forces:R:3:lowdin_charge:R:1
O 1.468 -1.897 0.562 -3.74 -0.65 -1.69 -0.042
H -1.913 -1.010 0.909 -0.02 -1.65 0.00 0.072
H 0.488 -0.380 -2.785 3.68 4.51 0.89 -0.052
C -0.944 0.709 0.858 -0.56 0.57 2.32 -0.334
H -0.834 -0.941 -2.198 1.11 0.35 -0.71 0.023
H 0.711 1.149 2.376 -0.39 0.13 -0.94 0.087
H 2.238 -1.740 1.022 3.03 -0.11 0.75 0.006
H 1.136 0.421 0.703 0.21 0.22 0.75 0.053
H -1.637 0.935 1.760 0.50 -0.04 -1.98 0.140
H 1.456 -2.425 -0.249 1.09 0.14 0.62 0.068
C -1.383 -0.540 0.107 1.85 -0.02 0.75 -0.106
O -0.111 -1.016 -2.857 -4.70 -4.82 -0.35 -0.007
H 0.315 -0.564 1.924 0.54 2.01 -0.39 0.100
H -2.124 -0.275 -0.588 -0.89 0.21 -1.32 0.053
H 1.014 1.814 -0.388 0.10 -0.50 0.94 -0.030
H -0.836 1.522 0.200 -0.69 1.41 -0.60 0.047
H -0.475 -1.100 -0.351 -1.89 0.79 1.10 0.084
H 0.063 2.482 -1.338 -1.17 0.27 -0.24 0.017
O 0.975 2.321 -1.180 1.27 0.40 -0.99 -0.022
C 0.393 0.531 1.511 0.67 -3.22 1.08 -0.157
```
Forces are in eV/Å.

Energy ... -9478.910 eV
Kohn-Sham gap ... 11.80 eV
Structure (SMILES) ... CCC.O.O.O
HOMO energy ... -11.11 eV
Maximum force ... 0.131 hartree/bohr
Net charge ... 0
Energy relative to the best compared isomer or geometry (same formula, charge and spin) ... 46.4 kcal per mole

Q: The lowest energy relative to the best compared isomer or geometry (same formula, charge and spin) belongs to which entry?
A: C3H14NO3S

Q: Which of these has the lowest maximum force?
A: C3H14NO3S

Q: The highest energy belongs to which entry?
A: C3H14NO2

Q: Which value of energy does entry 5 give?
A: -13018.742 eV